Entry 1:
This record from the Open Molecules 2025 dataset describes C22H32AsN5RhTe as an isolated structure. The level of theory is ωB97M-V/def2-TZVPD.

```
! wB97M-V def2-TZVPD RIJCOSX def2/J DEFGRID3
* xyz -1 5
Rh -1.3405 -2.5155 0.6758
C -2.6155 -2.1031 -2.7466
As -1.8326 -1.0814 -1.2844
C -0.7533 0.1487 -2.3830
C -3.3792 0.0790 -0.8243
C -3.5301 1.2952 -1.6736
C -2.9131 2.4928 -1.3075
C -2.9909 3.6126 -2.1217
C -3.6892 3.5616 -3.3219
C -4.3168 2.3802 -3.6909
C -4.2394 1.2607 -2.8733
H -2.9852 -1.4474 -3.5366
H -3.4270 -2.6976 -2.3286
H -1.8563 -2.7739 -3.1476
H -1.3698 0.6896 -3.1012
H -0.0080 -0.4432 -2.9147
H -0.2385 0.8647 -1.7421
H -3.2406 0.3283 0.2267
H -4.2397 -0.5879 -0.8872
H -2.3644 2.5302 -0.3730
H -2.5052 4.5323 -1.8174
H -3.7486 4.4352 -3.9589
H -4.8744 2.3297 -4.6185
H -4.7392 0.3438 -3.1649
C 1.2941 3.7852 1.8837
C 2.2557 2.7446 1.3205
C 3.0823 2.0947 2.4258
C 1.5244 1.7020 0.4736
N 0.5874 0.8920 1.2353
C 0.8142 -0.2155 1.9395
N -0.3277 -0.6241 2.4538
N -1.2470 0.2908 2.0751
N -0.7159 1.2045 1.3450
H 1.8388 4.5428 2.4497
H 0.5675 3.3215 2.5536
H 0.7360 4.2856 1.0899
H 2.9405 3.2418 0.6244
H 2.4380 1.6321 3.1764
H 3.6935 2.8421 2.9344
H 3.7418 1.3166 2.0356
H 2.2366 1.0114 0.0180
H 0.9488 2.1803 -0.3187
H 1.7765 -0.6862 2.0412
Te -3.7218 -3.4391 1.0212
C 2.2473 -2.1389 -1.4605
C 2.5935 -2.3326 -0.0140
C 3.7882 -1.8756 0.5187
C 4.1128 -2.0629 1.8606
C 3.2111 -2.7644 2.6631
C 2.0029 -3.2327 2.1788
C 1.0198 -3.9445 3.0585
C 1.6405 -2.9841 0.8216
N 0.4340 -3.3352 0.3472
H 2.9637 -1.4821 -1.9591
H 1.2431 -1.7191 -1.5555
H 2.2244 -3.0956 -1.9906
H 4.4841 -1.3610 -0.1392
H 5.0501 -1.7009 2.2636
H 3.4482 -2.9390 3.7086
H 1.4142 -4.0594 4.0700
H 0.7823 -4.9317 2.6545
H 0.0739 -3.3974 3.1114
*
```

Orbital gap (alpha / beta)   5.4486 / 5.8716 eV
HOMO (alpha / beta)   -2.97 / -3.42 eV
E_tot   -101922.494 eV

Charges obtained by natural (NBO) population analysis, quoted in units of e: atom 1 (Rh): 0.52, atom 2 (C): -0.97, atom 3 (As): 0.97, atom 4 (C): -0.97, atom 5 (C): -0.75, atom 6 (C): -0.03, atom 7 (C): -0.22, atom 8 (C): -0.21, atom 9 (C): -0.24, atom 10 (C): -0.23, atom 11 (C): -0.17, atom 12 (H): 0.21, atom 13 (H): 0.25, atom 14 (H): 0.23, atom 15 (H): 0.22, atom 16 (H): 0.23, atom 17 (H): 0.21, atom 18 (H): 0.26, atom 19 (H): 0.25, atom 20 (H): 0.23, atom 21 (H): 0.20, atom 22 (H): 0.20, atom 23 (H): 0.20, atom 24 (H): 0.20, atom 25 (C): -0.61, atom 26 (C): -0.22, atom 27 (C): -0.62, atom 28 (C): -0.21, atom 29 (N): -0.20, atom 30 (C): 0.17, atom 31 (N): -0.33, atom 32 (N): -0.07, atom 33 (N): -0.10, atom 34 (H): 0.21, atom 35 (H): 0.22, atom 36 (H): 0.21, atom 37 (H): 0.20, atom 38 (H): 0.21, atom 39 (H): 0.21, atom 40 (H): 0.22, atom 41 (H): 0.23, atom 42 (H): 0.22, atom 43 (H): 0.27, atom 44 (Te): -0.69, atom 45 (C): -0.63, atom 46 (C): -0.10, atom 47 (C): -0.22, atom 48 (C): -0.33, atom 49 (C): -0.21, atom 50 (C): -0.09, atom 51 (C): -0.63, atom 52 (C): 0.10, atom 53 (N): -0.66, atom 54 (H): 0.19, atom 55 (H): 0.22, atom 56 (H): 0.22, atom 57 (H): 0.19, atom 58 (H): 0.20, atom 59 (H): 0.20, atom 60 (H): 0.19, atom 61 (H): 0.22, atom 62 (H): 0.24

***

Entry 2:
This record from the Open Molecules 2025 dataset describes a 7-piece molecular cluster, C22H32F12O20S3 overall. The level of theory is ωB97M-V/def2-TZVPD.

```
! wB97M-V def2-TZVPD RIJCOSX def2/J DEFGRID3
* xyz 1 2
C -4.0745 0.3962 3.1598
C -3.9099 1.8801 3.3712
O -3.1400 2.3896 2.2750
C -2.5159 3.5822 2.4681
O -2.4648 4.1823 3.5403
C -1.8452 4.1648 1.2650
F -2.4623 5.2880 0.8952
F -0.6621 4.6074 1.5476
F -1.7582 3.2922 0.2771
H -3.1168 -0.0806 3.3686
H -4.3063 0.1991 2.1131
H -4.8408 -0.0291 3.8078
H -3.4157 2.0544 4.3270
H -4.8474 2.4313 3.2975
C 0.4991 1.8010 -6.6486
C 0.0971 1.7444 -5.1518
O -0.9809 2.6868 -4.8801
C -1.9720 2.3632 -3.8807
O -1.8809 1.3884 -3.1205
C -3.1392 3.3993 -3.6499
F -2.8042 4.0707 -2.5084
F -3.2867 4.2114 -4.8011
F -4.3347 2.7995 -3.3702
H 1.2880 1.0645 -6.8010
H 0.8386 2.8025 -6.9130
H -0.3274 1.4835 -7.2844
H 0.9546 2.0405 -4.5476
H -0.1281 0.7287 -4.8266
C -5.9029 -1.9117 -0.6263
C -5.3096 -2.2694 0.7312
O -3.9110 -2.6354 0.7178
C -3.4331 -3.8317 0.3460
O -4.1274 -4.7142 -0.1613
C -1.9501 -4.0813 0.5583
F -1.1720 -3.0900 0.1653
F -1.7459 -4.3865 1.8797
F -1.6572 -5.1592 -0.1536
H -5.3537 -1.0559 -1.0190
H -6.9807 -1.8064 -0.5021
H -5.7612 -2.7384 -1.3223
H -5.7896 -3.1433 1.1715
H -5.5131 -1.4827 1.4577
C 0.9453 -2.6437 -6.9676
C 1.1640 -3.6973 -5.9002
O 1.4898 -3.1062 -4.6324
C 1.4664 -3.8225 -3.5353
O 1.3176 -5.0443 -3.5401
C 1.5005 -3.0630 -2.1656
F 0.2730 -2.6888 -1.9282
F 1.8980 -3.8396 -1.1369
F 2.2992 -2.0384 -2.2546
H 0.3466 -3.0105 -7.8014
H 1.8179 -2.0315 -7.1952
H 0.2962 -1.8778 -6.5430
H 1.9105 -4.4385 -6.1857
H 0.1995 -4.1903 -5.7776
C 5.8517 -0.7322 2.7631
C 4.9145 -1.5169 3.7827
O 5.7866 -2.0043 4.8203
S 7.3882 -1.5907 4.6411
O 8.1457 -2.5157 3.8722
O 7.9199 -0.9936 5.9018
O 6.9479 -0.3570 3.6353
H 5.3882 0.1709 2.3661
H 6.2281 -1.4782 2.0632
H 4.4922 -2.3728 3.2561
H 4.0752 -0.9062 4.1153
C 3.2637 2.9788 3.3551
C 1.9357 3.7292 3.7345
O 1.9981 3.9170 5.1549
S 3.3164 3.2123 5.8677
O 3.0351 1.8479 6.3269
O 3.7962 4.1669 6.8822
O 4.1153 3.3279 4.4365
H 3.6043 3.1954 2.3426
H 3.2482 1.8915 3.4303
H 1.0718 3.1164 3.4768
H 2.0957 4.6872 3.2399
C -0.0625 0.4074 -0.5416
C -1.0152 -0.1070 0.5478
O -0.1333 -1.0128 1.1595
S 1.4007 -0.4789 1.3358
O 2.3688 -1.5824 1.3826
O 1.4445 0.4482 2.4827
O 1.3042 0.2650 -0.1050
H -0.3491 1.4384 -0.7488
H -0.1482 -0.1671 -1.4640
H -1.8345 -0.7234 0.1778
H -1.3746 0.5951 1.3001
*
```

Orbital gap (alpha / beta)   6.2401 / 1.4624 eV
HOMO (alpha / beta)   -12.33 / -12.33 eV
E_tot   -129382.028 eV

Charges obtained by Löwdin population analysis, quoted in units of e: atom 1 (C): -0.06, atom 2 (C): -0.20, atom 3 (O): 0.00, atom 4 (C): -0.33, atom 5 (O): 0.16, atom 6 (C): -0.62, atom 7 (F): 0.18, atom 8 (F): 0.21, atom 9 (F): 0.17, atom 10 (H): 0.08, atom 11 (H): 0.06, atom 12 (H): 0.09, atom 13 (H): 0.13, atom 14 (H): 0.14, atom 15 (C): -0.05, atom 16 (C): -0.21, atom 17 (O): -0.01, atom 18 (C): -0.23, atom 19 (O): 0.10, atom 20 (C): -0.41, atom 21 (F): 0.14, atom 22 (F): 0.11, atom 23 (F): 0.14, atom 24 (H): 0.07, atom 25 (H): 0.08, atom 26 (H): 0.08, atom 27 (H): 0.12, atom 28 (H): 0.10, atom 29 (C): -0.05, atom 30 (C): -0.19, atom 31 (O): 0.01, atom 32 (C): -0.34, atom 33 (O): 0.15, atom 34 (C): -0.54, atom 35 (F): 0.16, atom 36 (F): 0.16, atom 37 (F): 0.17, atom 38 (H): 0.08, atom 39 (H): 0.09, atom 40 (H): 0.08, atom 41 (H): 0.13, atom 42 (H): 0.10, atom 43 (C): -0.03, atom 44 (C): -0.16, atom 45 (O): 0.13, atom 46 (C): -0.18, atom 47 (O): 0.47, atom 48 (C): -0.55, atom 49 (F): 0.24, atom 50 (F): 0.21, atom 51 (F): 0.26, atom 52 (H): 0.11, atom 53 (H): 0.09, atom 54 (H): 0.08, atom 55 (H): 0.15, atom 56 (H): 0.14, atom 57 (C): -0.13, atom 58 (C): -0.15, atom 59 (O): -0.21, atom 60 (S): 0.73, atom 61 (O): -0.23, atom 62 (O): -0.25, atom 63 (O): -0.24, atom 64 (H): 0.12, atom 65 (H): 0.12, atom 66 (H): 0.11, atom 67 (H): 0.12, atom 68 (C): -0.18, atom 69 (C): -0.14, atom 70 (O): -0.21, atom 71 (S): 0.75, atom 72 (O): -0.25, atom 73 (O): -0.24, atom 74 (O): -0.22, atom 75 (H): 0.13, atom 76 (H): 0.09, atom 77 (H): 0.12, atom 78 (H): 0.13, atom 79 (C): -0.15, atom 80 (C): -0.14, atom 81 (O): -0.24, atom 82 (S): 0.73, atom 83 (O): -0.24, atom 84 (O): -0.25, atom 85 (O): -0.20, atom 86 (H): 0.12, atom 87 (H): 0.11, atom 88 (H): 0.13, atom 89 (H): 0.12

***

Entry 3:
This record from the Open Molecules 2025 dataset describes C22H32F3Ge2N2Pt as an isolated structure. The level of theory is ωB97M-V/def2-TZVPD.

```
! wB97M-V def2-TZVPD RIJCOSX def2/J DEFGRID3
* xyz 3 1
Pt 1.6194 -0.5275 -0.4067
C -0.7058 -0.0827 -4.4924
C 0.4481 -0.1052 -3.5028
Ge -0.1776 -1.4041 -2.0430
C -0.3396 -3.2753 -2.5800
C -1.7209 -3.6283 -3.1483
C -1.9117 -0.8779 -1.3786
C -2.1006 -0.1155 -0.2307
Ge -0.4744 0.5039 0.7550
C -0.0944 2.4020 0.4576
C -0.7305 3.2586 1.5681
C -0.3744 -0.4901 2.4477
C -0.5607 0.3169 3.7402
C -3.4086 0.1369 0.2722
C -3.5600 0.8818 1.4852
C -4.7916 1.1458 2.0088
C -5.9405 0.6743 1.3432
C -5.8420 -0.0625 0.1532
C -4.6093 -0.3387 -0.3663
H -0.3655 0.5314 -5.3372
H -1.6037 0.3804 -4.0907
H -0.9469 -1.0660 -4.8954
H 0.6905 0.8692 -3.0869
H 1.3577 -0.5647 -3.8891
H -0.1268 -3.8988 -1.7103
H 0.4504 -3.4513 -3.3126
H -2.5034 -3.5377 -2.3935
H -1.7227 -4.6672 -3.4767
H -1.9899 -3.0215 -4.0140
H -2.7738 -1.2473 -1.9235
H -0.4835 2.6496 -0.5311
H 0.9873 2.5503 0.4262
H -1.8198 3.2576 1.5212
H -0.4105 4.2897 1.4160
H -0.4113 2.9634 2.5642
H 0.5945 -0.9938 2.4737
H -1.1330 -1.2687 2.3351
H 0.1578 1.1315 3.8211
H -0.4080 -0.3349 4.5999
H -1.5636 0.7330 3.8384
H -2.6795 1.2364 2.0111
H -4.9008 1.7081 2.9259
H -6.9170 0.8814 1.7649
H -6.7398 -0.4084 -0.3401
H -4.5534 -0.9114 -1.2794
F 2.3873 -2.9024 -1.4919
C 2.2027 -2.4664 -0.2411
F 3.3610 -2.4803 0.3939
F 1.3289 -3.2260 0.3923
N 6.8185 1.8371 1.9686
C 5.6790 1.3896 1.4625
C 5.5652 1.0163 0.0996
C 4.3785 0.5551 -0.3784
N 3.2618 0.4262 0.3889
C 3.3641 0.7859 1.6956
C 4.5074 1.2655 2.2542
H 7.6553 1.8984 1.4101
H 6.8980 2.1060 2.9364
H 6.4124 1.0928 -0.5679
H 4.2813 0.2737 -1.4195
H 2.4711 0.6691 2.2963
H 4.5176 1.5363 3.3011
*
```

Orbital gap (alpha / beta)   3.4984 / 3.4992 eV
HOMO (alpha / beta)   -16.85 / -16.85 eV
E_tot   -150713.969 eV

Charges obtained by natural (NBO) population analysis, quoted in units of e: atom 1 (Pt): 0.44, atom 2 (C): -0.65, atom 3 (C): -0.56, atom 4 (Ge): 1.15, atom 5 (C): -0.82, atom 6 (C): -0.62, atom 7 (C): -0.42, atom 8 (C): -0.36, atom 9 (Ge): 1.49, atom 10 (C): -0.84, atom 11 (C): -0.62, atom 12 (C): -0.85, atom 13 (C): -0.62, atom 14 (C): 0.05, atom 15 (C): -0.14, atom 16 (C): -0.20, atom 17 (C): 0.04, atom 18 (C): -0.22, atom 19 (C): -0.09, atom 20 (H): 0.29, atom 21 (H): 0.23, atom 22 (H): 0.24, atom 23 (H): 0.24, atom 24 (H): 0.26, atom 25 (H): 0.27, atom 26 (H): 0.26, atom 27 (H): 0.20, atom 28 (H): 0.27, atom 29 (H): 0.21, atom 30 (H): 0.23, atom 31 (H): 0.25, atom 32 (H): 0.26, atom 33 (H): 0.22, atom 34 (H): 0.27, atom 35 (H): 0.23, atom 36 (H): 0.26, atom 37 (H): 0.25, atom 38 (H): 0.21, atom 39 (H): 0.26, atom 40 (H): 0.21, atom 41 (H): 0.22, atom 42 (H): 0.27, atom 43 (H): 0.27, atom 44 (H): 0.27, atom 45 (H): 0.23, atom 46 (F): -0.29, atom 47 (C): 0.96, atom 48 (F): -0.28, atom 49 (F): -0.28, atom 50 (N): -0.69, atom 51 (C): 0.29, atom 52 (C): -0.29, atom 53 (C): 0.07, atom 54 (N): -0.62, atom 55 (C): 0.06, atom 56 (C): -0.28, atom 57 (H): 0.43, atom 58 (H): 0.43, atom 59 (H): 0.26, atom 60 (H): 0.22, atom 61 (H): 0.21, atom 62 (H): 0.25

***

Entry 4:
This record from the Open Molecules 2025 dataset describes C22H32IrN6O2S as an isolated structure. The level of theory is ωB97M-V/def2-TZVPD.

```
! wB97M-V def2-TZVPD RIJCOSX def2/J DEFGRID3
* xyz 1 1
Ir 0.6041 -1.3624 0.8497
N 1.5032 -0.7334 -2.5204
C 2.6290 0.1861 -2.2552
C 3.7764 -0.5533 -1.5825
N 3.4465 -0.8275 -0.1894
C 3.9304 0.1243 0.7996
C 2.7925 0.8298 1.5280
N 1.8550 -0.1480 2.1203
H 1.2090 -0.6667 -3.4870
H 0.7068 -0.4811 -1.9411
H 2.2940 0.9865 -1.5921
H 2.9678 0.6530 -3.1810
H 4.7136 0.0063 -1.6925
H 3.9229 -1.5051 -2.1020
H 3.7542 -1.7503 0.0725
H 4.5740 0.8793 0.3388
H 4.5453 -0.4000 1.5377
H 2.2072 1.4428 0.8422
H 3.2159 1.4784 2.2996
H 1.1365 0.3526 2.6357
H 2.3485 -0.7433 2.7817
C -0.4738 0.0958 0.6204
C -1.1804 1.1336 0.4662
C -2.0114 2.1590 0.2601
C -1.6865 3.5104 0.7601
C -2.6959 4.4194 1.0801
C -2.3785 5.6692 1.5890
C -1.0526 6.0309 1.7753
C -0.0397 5.1327 1.4611
C -0.3560 3.8821 0.9632
C -3.2764 1.9212 -0.4723
C -3.9722 0.7261 -0.2917
C -5.1398 0.4834 -0.9949
C -5.6155 1.4225 -1.9008
C -4.9199 2.6069 -2.0995
C -3.7608 2.8604 -1.3838
H -3.7330 4.1370 0.9584
H -3.1706 6.3606 1.8438
H -0.8074 7.0103 2.1642
H 0.9959 5.4133 1.6020
H 0.4268 3.1786 0.7078
H -3.5916 -0.0021 0.4137
H -5.6838 -0.4382 -0.8345
H -6.5285 1.2326 -2.4497
H -5.2815 3.3361 -2.8123
H -3.2161 3.7815 -1.5468
N -2.2127 -4.9779 0.6172
C -1.2627 -4.0960 0.9506
N -0.5434 -4.3120 2.0417
S -1.0814 -2.7154 -0.0572
H -2.4476 -5.7535 1.2133
H -2.8201 -4.7697 -0.1560
H -0.5965 -5.1968 2.5221
H 0.3011 -3.7609 2.1757
N 1.6193 -3.4282 -1.6092
C 2.6219 -4.1332 -0.7590
C 2.4395 -4.0367 0.7707
O 2.9249 -4.9572 1.3933
O 1.8554 -3.0113 1.2875
H 1.7733 -2.3925 -1.8045
H 0.6770 -3.4591 -1.1802
H 1.5666 -3.8762 -2.5225
H 3.6140 -3.7644 -1.0199
H 2.5877 -5.1904 -1.0054
*
```

Orbital gap (alpha / beta)   6.7688 / 6.7704 eV
HOMO (alpha / beta)   -10.02 / -10.02 eV
E_tot   -50037.773 eV

Charges obtained by natural (NBO) population analysis, quoted in units of e: atom 1 (Ir): 0.28, atom 2 (N): -0.87, atom 3 (C): -0.23, atom 4 (C): -0.22, atom 5 (N): -0.66, atom 6 (C): -0.24, atom 7 (C): -0.22, atom 8 (N): -0.78, atom 9 (H): 0.38, atom 10 (H): 0.40, atom 11 (H): 0.20, atom 12 (H): 0.20, atom 13 (H): 0.19, atom 14 (H): 0.18, atom 15 (H): 0.37, atom 16 (H): 0.20, atom 17 (H): 0.20, atom 18 (H): 0.20, atom 19 (H): 0.20, atom 20 (H): 0.41, atom 21 (H): 0.40, atom 22 (C): -0.05, atom 23 (C): -0.16, atom 24 (C): 0.01, atom 25 (C): -0.01, atom 26 (C): -0.19, atom 27 (C): -0.21, atom 28 (C): -0.18, atom 29 (C): -0.21, atom 30 (C): -0.19, atom 31 (C): -0.10, atom 32 (C): -0.13, atom 33 (C): -0.23, atom 34 (C): -0.19, atom 35 (C): -0.20, atom 36 (C): -0.19, atom 37 (H): 0.23, atom 38 (H): 0.22, atom 39 (H): 0.22, atom 40 (H): 0.22, atom 41 (H): 0.21, atom 42 (H): 0.22, atom 43 (H): 0.22, atom 44 (H): 0.22, atom 45 (H): 0.22, atom 46 (H): 0.22, atom 47 (N): -0.77, atom 48 (C): 0.34, atom 49 (N): -0.76, atom 50 (S): -0.11, atom 51 (H): 0.41, atom 52 (H): 0.42, atom 53 (H): 0.41, atom 54 (H): 0.45, atom 55 (N): -0.77, atom 56 (C): -0.35, atom 57 (C): 0.77, atom 58 (O): -0.61, atom 59 (O): -0.83, atom 60 (H): 0.48, atom 61 (H): 0.45, atom 62 (H): 0.42, atom 63 (H): 0.23, atom 64 (H): 0.24

***

no.,molecular weight (Da)
1,671.96
2,940.65
3,721.80
4,636.82